(1)
Computed, not measured: C47H44IN7O4PPbTe as an isolated structure at a distorted geometry, with ωB97M-V/def2-TZVPD.

* net charge: -2
* ⟨S²⟩: 0.7730
* E_HOMO (alpha / beta): -0.0144 / -0.1063 hartree
* 2S+1: 2

Last column: Löwdin charge in e.
Geometry (Å):
Pb (-1.087, 0.259, -0.440)  1.1707
N (-2.351, 0.861, 2.924)  0.0073
N (-1.102, 0.838, 3.563)  -0.0493
C (0.141, 0.754, 2.908)  -0.7476
O (1.109, 0.581, 3.690)  -0.1755
O (0.173, 0.970, 1.654)  -0.2703
H (-2.358, 1.650, 2.292)  0.0584
H (-2.498, 0.026, 2.370)  0.0305
H (-1.131, 0.433, 4.479)  0.1096
I (-3.808, 0.421, -2.179)  1.0964
C (-3.291, 2.018, -3.468)  -0.5972
C (-3.965, 3.227, -3.282)  -0.2125
C (-3.814, 4.248, -4.207)  -0.1425
C (-3.065, 4.033, -5.352)  -0.0802
C (-2.375, 2.819, -5.571)  -0.1955
C (-1.682, 2.576, -6.783)  -0.0889
C (-1.032, 1.355, -7.005)  -0.1389
C (-0.936, 0.425, -5.996)  -0.1573
C (-1.537, 0.645, -4.724)  -0.3879
P (-0.841, -0.246, -3.313)  0.8805
C (-1.501, -1.967, -3.431)  -0.3242
C (-2.532, -2.214, -4.344)  -0.1141
C (-3.141, -3.452, -4.450)  -0.0950
C (-2.711, -4.489, -3.634)  -0.1002
C (-1.706, -4.265, -2.715)  -0.0377
C (-1.119, -3.002, -2.569)  -0.2828
C (0.910, -0.426, -3.866)  -0.3564
C (1.584, -1.620, -4.088)  -0.0814
C (2.908, -1.614, -4.516)  -0.0898
C (3.567, -0.417, -4.745)  -0.1129
C (2.906, 0.785, -4.513)  -0.0986
C (1.595, 0.777, -4.068)  -0.1019
C (-2.395, 1.802, -4.546)  -0.2312
H (-4.619, 3.353, -2.427)  0.0695
H (-4.319, 5.196, -4.053)  0.0853
H (-3.000, 4.802, -6.117)  0.0914
H (-1.680, 3.350, -7.543)  0.0827
H (-0.561, 1.156, -7.963)  0.0837
H (-0.376, -0.487, -6.168)  0.0972
H (-2.841, -1.402, -4.989)  0.0915
H (-3.951, -3.604, -5.152)  0.0984
H (-3.178, -5.465, -3.693)  0.0988
H (-1.382, -5.068, -2.061)  0.1082
H (0.261, -3.770, -1.299)  0.1219
H (1.075, -2.565, -3.939)  0.0940
H (3.425, -2.554, -4.671)  0.0964
H (4.597, -0.415, -5.082)  0.0925
H (3.417, 1.728, -4.669)  0.0983
H (1.079, 1.714, -3.881)  0.1125
C (0.219, -4.219, 1.400)  -0.0111
C (1.323, -3.331, 0.824)  -0.5808
O (2.492, -3.656, 0.949)  0.0094
N (0.891, -2.148, 0.300)  0.0833
Te (3.404, -0.117, 2.351)  1.5685
C (4.405, 0.879, 3.957)  -0.3895
C (4.174, 0.470, 5.282)  -0.3030
C (3.258, -0.683, 5.607)  -0.0876
C (4.808, 1.136, 6.327)  -0.0302
C (5.670, 2.200, 6.104)  -0.2874
C (6.322, 2.931, 7.251)  -0.0680
C (5.887, 2.599, 4.793)  -0.0350
C (5.265, 1.966, 3.718)  -0.2915
C (5.530, 2.495, 2.331)  -0.0725
C (5.239, -0.593, 1.321)  -0.4015
C (6.337, -1.223, 1.931)  -0.2904
C (6.319, -1.610, 3.389)  -0.0669
C (7.466, -1.536, 1.174)  -0.0349
C (7.532, -1.271, -0.185)  -0.2874
C (8.752, -1.627, -0.996)  -0.0690
C (6.432, -0.678, -0.789)  -0.0289
C (5.293, -0.339, -0.065)  -0.3068
C (4.132, 0.285, -0.801)  -0.0903
H (0.479, -4.474, 2.426)  0.0767
H (0.179, -5.147, 0.823)  0.0719
H (-0.757, -3.734, 1.374)  0.0659
H (3.637, -1.609, 5.165)  0.0592
H (2.269, -0.504, 5.184)  0.0429
H (3.174, -0.816, 6.688)  0.0690
H (4.622, 0.812, 7.348)  0.1058
H (6.372, 2.301, 8.140)  0.0664
H (5.751, 3.828, 7.511)  0.0748
H (7.334, 3.246, 6.991)  0.0682
H (6.553, 3.437, 4.600)  0.1075
H (5.989, 3.484, 2.377)  0.0693
H (4.595, 2.554, 1.770)  0.0561
H (6.192, 1.828, 1.774)  0.0737
H (5.330, -1.999, 3.642)  0.0496
H (6.507, -0.749, 4.035)  0.0755
H (7.073, -2.370, 3.601)  0.0704
H (8.308, -2.024, 1.659)  0.1046
H (9.400, -2.317, -0.453)  0.0650
H (9.337, -0.736, -1.239)  0.0721
H (8.468, -2.101, -1.938)  0.0710
H (6.455, -0.485, -1.859)  0.1094
H (4.400, 0.506, -1.834)  0.0594
H (3.803, 1.200, -0.306)  0.0492
H (3.272, -0.393, -0.810)  0.0715
N (-0.135, -2.880, -1.575)  0.0552
C (0.054, -1.876, -0.627)  -0.3861
O (-2.907, -1.317, 0.482)  -0.3198
N (-3.759, -1.641, -0.381)  -0.2440
C (-4.421, -2.748, -0.200)  -0.3244
C (-5.357, -3.176, -1.201)  -0.2081
N (-6.108, -3.598, -1.962)  0.1376
C (-4.246, -3.615, 0.935)  -0.1927
N (-4.113, -4.322, 1.830)  0.1427

---

(2)
Computed, not measured: a 11-piece molecular cluster, C54H138N8O22 overall at a distorted geometry, with ωB97M-V/def2-TZVPD.

* SMILES: COCCNCCOC.COCCNCCOC.COCCNCCOC.COCCNCCOC.COCCNCCOC.COCCNCCOC.COCCNCCOC.COCCNCCOC.OCCO.OCCO.OCCO
* energy relative to the best compared isomer or geometry (same formula, charge and spin): 63.52 kcal/mol
* net charge: 0
* E_HOMO: -0.2963 hartree

Last column: Löwdin charge in e.
Geometry (Å):
C (8.461, -6.022, -1.212)  -0.0994
O (7.227, -5.361, -0.906)  -0.1991
C (6.878, -4.344, -1.865)  -0.2019
C (5.736, -3.448, -1.261)  -0.1255
N (6.103, -2.983, 0.126)  -0.0627
C (7.226, -2.059, 0.252)  -0.1991
C (7.748, -2.079, 1.632)  -0.2436
O (8.441, -3.278, 1.913)  -0.1869
C (8.605, -3.556, 3.290)  -0.0937
H (9.331, -5.393, -1.022)  0.0802
H (8.596, -6.262, -2.267)  0.0825
H (8.601, -6.876, -0.549)  0.0886
H (6.667, -4.815, -2.825)  0.1164
H (7.742, -3.711, -2.070)  0.1041
H (4.778, -3.966, -1.300)  0.1157
H (5.747, -2.547, -1.874)  0.1005
H (6.490, -3.803, 0.571)  0.0983
H (7.028, -1.088, -0.201)  0.1352
H (8.073, -2.483, -0.286)  0.1125
H (6.901, -1.929, 2.301)  0.1212
H (8.404, -1.226, 1.809)  0.1291
H (9.188, -4.475, 3.243)  0.0895
H (7.691, -3.806, 3.827)  0.0900
H (9.188, -2.746, 3.728)  0.0899
C (7.589, -2.176, -8.298)  -0.0773
O (6.367, -2.332, -7.500)  -0.1795
C (6.637, -2.064, -6.140)  -0.2525
C (5.347, -2.229, -5.344)  -0.1943
N (4.420, -1.109, -5.573)  -0.0545
C (3.218, -1.211, -4.765)  -0.2288
C (2.240, -0.211, -5.349)  -0.2187
O (1.981, -0.520, -6.724)  -0.1716
C (0.985, 0.347, -7.256)  -0.0998
H (7.361, -2.515, -9.309)  0.0811
H (8.392, -2.794, -7.895)  0.0809
H (7.912, -1.143, -8.432)  0.0831
H (7.101, -1.106, -5.907)  0.1226
H (7.375, -2.779, -5.775)  0.1085
H (5.566, -2.213, -4.276)  0.1001
H (4.845, -3.161, -5.602)  0.1208
H (4.108, -1.132, -6.533)  0.0998
H (3.461, -0.998, -3.724)  0.0971
H (2.793, -2.212, -4.832)  0.1157
H (2.527, 0.818, -5.131)  0.1236
H (1.317, -0.282, -4.775)  0.1162
H (0.177, -0.290, -7.617)  0.0924
H (1.398, 0.881, -8.112)  0.0871
H (0.669, 1.180, -6.629)  0.0622
C (-1.713, 4.907, -1.604)  -0.1099
O (-2.582, 4.559, -0.582)  -0.2122
C (-3.658, 5.439, -0.385)  -0.2289
C (-4.740, 4.909, 0.521)  -0.2259
N (-4.142, 4.759, 1.830)  -0.0502
C (-4.972, 4.006, 2.847)  -0.1428
C (-4.067, 3.970, 4.096)  -0.2123
O (-2.804, 3.403, 3.770)  -0.2217
C (-1.999, 3.098, 4.866)  -0.1116
H (-2.194, 4.780, -2.574)  0.0857
H (-0.770, 4.368, -1.514)  0.0700
H (-1.383, 5.937, -1.473)  0.0795
H (-4.216, 5.724, -1.276)  0.1235
H (-3.229, 6.316, 0.100)  0.1282
H (-5.272, 4.034, 0.148)  0.1191
H (-5.501, 5.687, 0.451)  0.1170
H (-3.261, 4.295, 1.666)  0.0563
H (-5.139, 2.989, 2.492)  0.0946
H (-5.822, 4.671, 3.000)  0.1215
H (-4.574, 3.529, 4.954)  0.1190
H (-3.903, 5.016, 4.357)  0.1184
H (-1.091, 2.734, 4.384)  0.0728
H (-2.373, 2.344, 5.559)  0.0889
H (-1.627, 3.939, 5.451)  0.0947
C (-2.034, 9.566, -2.817)  -0.1473
O (-1.028, 10.505, -2.712)  -0.1743
C (0.229, 10.141, -3.343)  -0.1892
C (1.000, 8.946, -2.744)  -0.2145
N (2.125, 8.642, -3.633)  -0.0635
C (2.940, 7.471, -3.186)  -0.1865
C (2.272, 6.109, -3.265)  -0.2136
O (2.965, 5.214, -2.391)  -0.1815
C (2.368, 3.918, -2.323)  -0.1034
H (-1.746, 8.686, -2.242)  0.0620
H (-2.175, 9.163, -3.820)  0.0893
H (-2.998, 9.896, -2.432)  0.0917
H (0.830, 11.049, -3.290)  0.1165
H (0.180, 10.032, -4.427)  0.1180
H (0.272, 8.135, -2.700)  0.0894
H (1.347, 9.142, -1.730)  0.1235
H (2.644, 9.505, -3.711)  0.1035
H (3.227, 7.643, -2.148)  0.1085
H (3.959, 7.474, -3.570)  0.1177
H (2.141, 5.777, -4.295)  0.1246
H (1.265, 6.201, -2.857)  0.0982
H (2.841, 3.292, -1.567)  0.0813
H (2.494, 3.318, -3.225)  0.0806
H (1.300, 4.073, -2.172)  0.0566
C (-0.678, 5.200, 1.916)  -0.0802
O (0.653, 5.082, 2.485)  -0.1907
C (1.621, 4.508, 1.596)  -0.1802
C (1.504, 2.948, 1.617)  -0.1765
N (1.777, 2.458, 3.006)  -0.0375
C (1.444, 1.052, 3.083)  -0.2122
C (1.713, 0.490, 4.499)  -0.1742
O (0.678, 0.792, 5.495)  -0.2286
C (1.088, 0.473, 6.844)  -0.1056
H (-0.708, 5.964, 1.139)  0.0822
H (-1.427, 5.429, 2.675)  0.0802
H (-1.115, 4.315, 1.454)  0.0590
H (2.586, 4.801, 2.007)  0.1189
H (1.577, 4.984, 0.616)  0.1061
H (2.263, 2.572, 0.931)  0.1058
H (0.537, 2.548, 1.314)  0.0790
H (1.253, 3.038, 3.645)  0.0944
H (2.018, 0.509, 2.331)  0.1106
H (0.398, 0.821, 2.883)  0.1022
H (2.641, 0.935, 4.858)  0.1169
H (1.739, -0.599, 4.453)  0.0951
H (0.242, 0.653, 7.508)  0.0811
H (1.923, 1.109, 7.138)  0.0783
H (1.436, -0.547, 7.005)  0.0793
C (0.722, -8.052, 1.377)  -0.0796
O (0.224, -6.674, 1.355)  -0.1923
C (0.098, -6.169, 2.655)  -0.2260
C (-0.477, -4.768, 2.474)  -0.2220
N (-0.626, -4.047, 3.685)  -0.0565
C (-1.170, -2.718, 3.365)  -0.1744
C (-1.208, -1.997, 4.701)  -0.1919
O (-2.261, -2.570, 5.519)  -0.1968
C (-2.230, -2.091, 6.843)  -0.1111
H (-0.053, -8.683, 1.812)  0.0796
H (1.649, -8.204, 1.929)  0.0833
H (0.859, -8.466, 0.378)  0.0808
H (1.127, -6.126, 3.011)  0.1208
H (-0.413, -6.841, 3.345)  0.1235
H (-1.444, -4.831, 1.975)  0.1207
H (0.199, -4.270, 1.778)  0.0983
H (-1.307, -4.561, 4.226)  0.1300
H (-2.201, -2.787, 3.018)  0.1118
H (-0.576, -2.129, 2.667)  0.1116
H (-1.637, -1.005, 4.557)  0.0994
H (-0.201, -1.946, 5.113)  0.1157
H (-3.146, -2.353, 7.374)  0.0836
H (-2.345, -1.010, 6.768)  0.0801
H (-1.359, -2.481, 7.370)  0.0930
C (-3.621, 0.054, 2.618)  -0.0280
O (-2.892, 0.149, 1.371)  -0.1845
C (-2.370, 1.373, 1.141)  -0.2337
C (-1.579, 1.410, -0.190)  -0.1617
N (-0.335, 0.688, -0.039)  -0.0397
C (0.526, 0.872, -1.220)  -0.1676
C (1.587, -0.192, -1.329)  -0.2060
O (0.820, -1.285, -1.656)  -0.2169
C (1.616, -2.466, -1.780)  -0.0541
H (-3.052, 0.304, 3.514)  0.0775
H (-4.160, -0.887, 2.724)  0.0904
H (-4.315, 0.891, 2.701)  0.0716
H (-1.824, 1.838, 1.962)  0.1133
H (-3.193, 2.062, 0.953)  0.1126
H (-1.402, 2.444, -0.484)  0.0914
H (-2.041, 0.914, -1.044)  0.1255
H (-0.575, -0.286, 0.071)  0.0726
H (0.977, 1.856, -1.097)  0.0901
H (-0.086, 0.847, -2.122)  0.1162
H (2.088, -0.413, -0.387)  0.1150
H (2.348, -0.083, -2.102)  0.1157
H (2.310, -2.432, -2.620)  0.0672
H (0.916, -3.286, -1.941)  0.0943
H (2.173, -2.752, -0.888)  0.0843
C (-12.072, -5.709, 2.776)  -0.1024
O (-11.508, -4.960, 1.680)  -0.1932
C (-10.099, -5.155, 1.457)  -0.2010
C (-9.125, -4.852, 2.672)  -0.1656
N (-9.039, -3.415, 3.029)  -0.0743
C (-8.366, -2.576, 2.069)  -0.1965
C (-6.766, -2.704, 2.153)  -0.1839
O (-6.228, -3.919, 1.619)  -0.2061
C (-6.431, -4.002, 0.211)  -0.1095
H (-13.150, -5.679, 2.621)  0.0841
H (-11.823, -5.342, 3.772)  0.0799
H (-11.802, -6.760, 2.676)  0.0844
H (-9.859, -4.677, 0.508)  0.1031
H (-9.826, -6.195, 1.278)  0.1056
H (-8.083, -5.156, 2.567)  0.1069
H (-9.462, -5.497, 3.483)  0.0997
H (-9.965, -3.069, 3.234)  0.0980
H (-8.600, -1.541, 2.318)  0.1129
H (-8.705, -2.713, 1.042)  0.0949
H (-6.384, -2.669, 3.173)  0.1166
H (-6.328, -1.818, 1.694)  0.0987
H (-7.475, -4.243, 0.010)  0.0632
H (-5.867, -4.830, -0.221)  0.0866
H (-6.187, -3.059, -0.277)  0.0883
O (-1.667, 2.791, -7.106)  -0.0627
C (-1.992, 2.079, -5.926)  -0.2626
C (-1.610, 2.827, -4.654)  -0.2431
O (-0.203, 3.004, -4.508)  -0.0566
H (-1.734, 2.182, -7.845)  0.0865
H (-3.035, 1.763, -5.937)  0.1200
H (-1.443, 1.141, -6.001)  0.0958
H (-1.987, 2.275, -3.794)  0.1163
H (-2.278, 3.685, -4.737)  0.1123
H (0.010, 3.695, -5.138)  0.0856
O (-3.620, -1.847, -0.331)  -0.0870
C (-2.931, -3.105, -0.003)  -0.1688
C (-1.513, -3.054, -0.597)  -0.2685
O (-0.792, -2.195, 0.174)  -0.0887
H (-3.301, -1.120, 0.209)  0.0191
H (-2.821, -3.284, 1.067)  0.0891
H (-3.596, -3.817, -0.492)  0.1065
H (-1.591, -2.682, -1.618)  0.1307
H (-1.059, -4.043, -0.525)  0.1156
H (-0.060, -1.965, -0.403)  0.0232
O (2.056, -3.257, 3.655)  -0.0621
C (2.272, -2.956, 2.323)  -0.2788
C (3.570, -2.150, 2.214)  -0.2107
O (3.767, -1.680, 0.867)  -0.0984
H (1.109, -3.361, 3.770)  0.0180
H (2.281, -3.867, 1.723)  0.1167
H (1.406, -2.389, 1.983)  0.0993
H (4.375, -2.825, 2.504)  0.1084
H (3.625, -1.366, 2.970)  0.1054
H (4.585, -2.121, 0.626)  0.0017

---

DFT total energy list, top to bottom, in eV: -98003.873; -115186.558